111
Properties=species:S:1:pos:R:3:lowdin_charge:R:1 method="wB97M-V/def2-TZVPD" charge=+1 homo_ha=-0.445 lumo_ev=-1.83
C 0.33653 -2.09475 1.83257 -0.008
N 0.94953 -0.77175 2.14057 -0.296
C 0.73453 0.21625 1.05357 0.021
C 0.27553 -0.28575 3.39457 -0.003
C 2.40153 -0.86375 2.41357 -0.101
C 3.33653 -1.45175 1.39957 -0.225
O 4.67453 -1.61675 1.92757 -0.070
H 0.49353 -2.43075 0.93157 0.003
H -0.80247 -2.15275 1.56457 0.156
H 0.39153 -2.93675 2.62557 0.147
H 0.81853 1.15725 1.60657 0.094
H -0.31947 0.12925 0.62657 0.120
H 1.50953 0.04525 0.22157 0.136
H 0.69953 0.53525 3.61557 0.020
H 0.45453 -0.84575 4.32157 0.126
H -0.79947 -0.01375 3.52957 0.119
H 2.69253 -1.37275 3.36157 0.167
H 2.80253 0.12825 2.41357 0.131
H 3.53453 -0.85675 0.55557 0.092
H 3.14553 -2.45075 1.18657 0.096
H 5.05153 -2.45675 1.57857 0.059
O -2.96247 0.04525 2.00657 -0.329
S -4.40547 -0.32875 2.17857 0.668
O -4.83247 -1.66975 2.01457 -0.250
O -4.69947 0.04425 3.77957 -0.239
C -4.24647 1.13425 4.41957 -0.362
C -5.05447 1.49225 5.61157 -0.067
C -5.45147 0.75525 1.24557 -0.127
H -4.32847 1.99825 3.65657 0.129
H -3.16147 1.09825 4.63957 0.125
H -4.98747 0.96425 6.52157 0.062
H -6.05347 1.65725 5.40957 0.045
H -4.87447 2.61125 5.98357 0.132
H -6.55147 0.52325 1.45157 0.107
H -5.30547 0.45025 0.14157 0.110
H -5.21147 1.79225 1.32857 0.031
O 0.22053 6.24725 -2.22243 -0.265
S -0.94447 5.94225 -2.88143 0.629
O -0.99547 5.65625 -4.35943 -0.306
O -1.45047 4.48325 -2.14043 -0.289
C -1.00447 3.32225 -2.75143 -0.337
C -1.56347 2.24325 -1.89943 -0.039
C -2.14047 7.13625 -2.55943 -0.162
H 0.14453 3.54425 -2.56543 0.163
H -1.32947 3.22125 -3.70943 0.082
H -1.59347 2.34125 -0.75343 0.106
H -1.00047 1.26925 -2.27043 0.118
H -2.59647 2.27625 -2.18543 0.073
H -3.05347 6.74225 -2.95843 0.052
H -1.84447 8.26025 -3.03143 0.178
H -2.37247 7.25025 -1.44843 0.081
O 5.84553 -3.38475 0.14257 -0.276
S 5.86353 -3.11775 -1.21943 0.639
O 6.36953 -4.05875 -2.25943 -0.296
O 4.28953 -2.82875 -1.56943 -0.274
C 3.35153 -3.88175 -1.45843 -0.249
C 1.95653 -3.23775 -1.61343 -0.036
C 6.68853 -1.57875 -1.40443 -0.112
H 3.45853 -4.35075 -0.34943 0.156
H 3.54253 -4.66175 -2.18643 0.115
H 1.93953 -2.42475 -1.10843 -0.015
H 1.27853 -3.85175 -1.04243 0.067
H 1.73653 -3.23275 -2.69243 0.103
H 7.78353 -1.60975 -1.56043 0.098
H 6.37853 -0.93175 -0.61143 0.058
H 6.25153 -1.11775 -2.33743 0.096
O 0.36553 -5.42875 1.44557 -0.293
S 0.23853 -6.70775 0.81357 0.637
O -0.78547 -7.66975 1.08757 -0.259
O 0.02553 -6.18075 -0.69543 -0.280
C -1.21247 -5.83875 -1.15543 -0.266
C -1.18647 -5.36675 -2.68843 -0.039
C 1.78853 -7.55775 0.93857 -0.096
H -1.53347 -4.95075 -0.56443 0.127
H -1.87947 -6.70175 -0.99543 0.122
H -2.14547 -5.21575 -3.18743 0.068
H -0.75447 -6.17375 -3.44343 0.117
H -0.61347 -4.58275 -3.00243 -0.004
H 1.64253 -8.53575 0.50657 0.075
H 2.09553 -7.88475 1.89757 0.076
H 2.58953 -7.17775 0.41857 0.040
C -2.28047 5.58725 1.63257 -0.005
C -3.49447 4.66325 1.22157 -0.099
O -3.15647 3.35125 1.65757 0.031
C -1.85947 3.31725 1.99257 -0.692
O -1.25947 2.34225 2.24257 0.158
O -1.39847 4.48425 1.99957 0.072
H -2.43847 6.13125 2.51457 0.110
H -1.58947 6.04825 0.84557 0.153
H -3.78347 4.60125 0.12257 0.141
H -4.43647 5.04025 1.68557 0.133
C 3.86753 5.17825 0.01857 -0.060
C 2.40053 4.69325 -0.22543 -0.048
O 2.59453 3.27225 -0.37443 0.106
C 3.67553 2.92425 0.07057 -0.702
O 3.86453 1.71525 0.24057 0.100
O 4.45353 3.91225 0.39257 0.134
H 4.05753 5.99225 0.64757 0.125
H 4.04453 5.68925 -0.77143 0.059
H 2.05353 5.29025 -1.16443 0.133
H 1.65953 4.81825 0.72657 0.179
C -0.59147 -0.68975 -4.69743 -0.074
C -1.90247 -1.44375 -4.71943 0.021
O -2.00047 -1.55875 -3.21343 0.092
C -0.84647 -1.38075 -2.63543 -0.793
O -0.73247 -1.56575 -1.50343 0.174
O 0.00853 -0.83175 -3.38443 0.096
H -0.63547 0.46225 -4.70543 0.149
H 0.07053 -0.79675 -5.55943 0.134
H -1.79047 -2.28475 -5.19743 0.082
H -2.65447 -0.83375 -4.91743 0.094

90
Properties=species:S:1:pos:R:3:lowdin_charge:R:1 method="wB97M-V/def2-TZVPD" charge=+4 homo_ha="-0.696 / -0.697" lumo_ev="-14.29 / -13.72"
Sn 0.02105 1.30213 -0.58140 0.903
P 1.74337 3.01575 0.40448 0.658
P -1.52383 1.62678 1.84499 0.699
P 1.21916 -0.65860 -2.01912 0.656
H -4.30164 0.65145 -1.23501 0.044
C -3.98997 -0.20131 -1.84284 -0.088
C -4.18506 -1.47385 -1.45060 -0.071
H -4.77927 -1.70592 -0.55814 0.066
C 0.88620 4.42356 -0.40706 -0.258
C 2.11303 3.56215 2.10834 -0.223
C 3.41550 2.90098 -0.31286 -0.243
C -3.00482 0.54609 2.01161 -0.235
C -1.10078 1.88794 3.61416 -0.227
C -2.36865 3.22737 1.49298 -0.245
C 0.04135 -2.00714 -2.35899 -0.232
C 2.80519 -1.53313 -1.79016 -0.222
C 1.45424 0.12117 -3.64434 -0.240
H -3.42732 0.04211 -2.75278 0.040
H -3.89032 -2.31703 -2.08336 0.061
H 1.65120 5.02794 -0.92249 0.078
H 0.39505 5.03850 0.35905 0.063
H 0.11236 4.13887 -1.15103 0.003
H 2.94042 4.28564 2.14472 0.084
H 2.41718 2.70011 2.72090 0.054
H 1.24101 4.02216 2.59335 0.053
H 4.02544 3.78355 -0.06309 0.082
H 3.37682 2.78974 -1.40458 0.052
H 3.92804 2.01753 0.09651 0.063
H -3.78937 1.10761 2.54334 0.081
H -2.74832 -0.35508 2.58812 0.042
H -3.37478 0.23993 1.01942 0.027
H -1.91055 2.44922 4.10156 0.082
H -0.16960 2.46093 3.69501 0.036
H -0.97073 0.93247 4.13878 0.038
H -3.09879 3.43395 2.29211 0.079
H -2.89193 3.17320 0.52563 0.061
H -1.62912 4.04007 1.45564 0.041
H 0.24475 -2.42577 -3.35306 0.083
H -0.99581 -1.64455 -2.32589 0.041
H 0.12735 -2.81195 -1.61805 0.016
H 3.04496 -2.10528 -2.70525 0.089
H 2.76620 -2.22580 -0.93598 0.014
H 3.60987 -0.80320 -1.61079 0.064
H 1.77469 -0.63170 -4.37323 0.087
H 2.22329 0.89796 -3.57252 0.065
H 0.53092 0.58483 -4.00250 0.007
C -0.80078 3.13773 -4.27293 -0.211
C -0.59928 4.50779 -4.49555 0.066
C -0.85966 5.03301 -5.76694 0.050
C -1.24070 4.18011 -6.81595 0.090
C -1.22609 2.79482 -6.62516 0.043
C -0.98489 2.26974 -5.35919 0.044
O -1.00726 2.70474 -2.95379 -0.081
H -0.12059 2.58441 -2.50282 -0.042
H -0.29337 5.12110 -3.65065 0.138
H -0.77274 6.10556 -5.92289 0.148
H -1.51561 4.56756 -7.79389 0.159
H -1.37411 2.08960 -7.43985 0.149
H -0.94309 1.19884 -5.16279 0.124
C -1.71224 -3.90834 0.67233 -0.110
C -1.02654 -3.65630 2.01963 -0.513
C -0.60609 -4.97370 2.66884 -0.068
P 0.25902 -2.31897 1.80645 1.273
C 0.34557 -1.52173 3.51477 -0.525
C 0.17549 -2.46895 4.70275 -0.062
C 1.58372 -0.62115 3.64879 -0.106
C 1.88789 -3.21401 1.54292 -0.512
C 2.50869 -3.88674 2.76880 -0.062
C 1.81243 -4.18034 0.34843 -0.105
H -1.04983 -4.41619 -0.03965 0.079
H -2.07642 -2.98784 0.20467 0.051
H -2.57636 -4.55843 0.83631 0.104
H -1.76453 -3.17453 2.68398 0.111
H 0.09141 -5.55042 2.05090 0.079
H -0.18743 -4.86397 3.67466 0.073
H -1.50926 -5.58740 2.78092 0.120
H -0.54919 -0.87299 3.47012 0.053
H 0.99191 -3.19691 4.77909 0.081
H 0.18499 -1.86272 5.61826 0.115
H -0.78726 -2.99518 4.66777 0.087
H 1.65913 0.09656 2.81657 0.054
H 1.51016 -0.04331 4.58298 0.103
H 2.51838 -1.19470 3.69893 0.080
H 2.53833 -2.36074 1.26446 0.095
H 1.89856 -4.72109 3.13638 0.082
H 3.47236 -4.30970 2.44587 0.119
H 2.72063 -3.18850 3.58661 0.070
H 1.33407 -3.72930 -0.53286 0.033
H 2.84565 -4.44400 0.07040 0.111
H 1.28695 -5.11477 0.59678 0.086

Energy relative to the best compared isomer or geometry (same formula, charge and spin) list, top to bottom, in eV: 0.0000, 0.8559
Electronic energy list, top to bottom, in Eh: -4327.566061, -2678.831161